P | ORCA calculation (the ωB97M-V functional and the def2-TZVPD basis) on 2 unconnected molecules or ions with the total composition C2H6NO2.

E_HOMO (alpha / beta) = -2.643 / -0.963 eV
LUMO energy (alpha / beta) = 0.1600 / 0.1619 Ha
frontier orbital gap (alpha / beta) = 6.997 / 5.367 eV
total charge = -1

Element x y z (Å)
C (-0.1100, 0.9312, -1.1573)
C (-0.5513, 0.6230, 0.1977)
N (1.3264, -1.3211, 1.2503)
O (0.1393, -1.8899, 1.5288)
O (-1.4867, -0.2210, 0.4539)
H (1.0008, 1.2978, -1.1872)
H (-0.4966, 0.2267, -1.9966)
H (-0.6185, 1.9052, -1.5013)
H (-0.2470, 1.3134, 0.9117)
H (1.6462, -1.6951, 0.2638)
H (-0.6025, -1.1703, 1.2363)

---

Q | ORCA calculation (the ωB97M-V functional and the def2-TZVPD basis) on a gas-phase ion, C2H6NO2 (charge -1).

E_HOMO = -1.088 eV
LUMO energy = 0.1534 Ha
structure (SMILES) = OCC[N-]O
frontier orbital gap = 5.262 eV
total charge = -1

Element x y z (Å)
O (1.2177, -1.2434, 0.1145)
C (0.9544, 0.0917, -0.4181)
C (-0.3052, 0.7381, 0.1987)
N (-1.5051, 0.6365, -0.5583)
O (-2.2494, -0.5289, -0.0090)
H (1.4586, -1.0895, 1.0448)
H (0.8323, -0.0438, -1.4845)
H (1.8378, 0.7053, -0.1939)
H (-0.4502, 0.2493, 1.1749)
H (-0.0524, 1.7973, 0.3859)
H (-1.7386, -1.3125, -0.2550)

---

Of them, the most stable is Q and the least stable is P.

---

P | ORCA calculation (the ωB97M-V functional and the def2-TZVPD basis) on C14H28BN3O4 in the gas phase.

E_HOMO = -8.697 eV
LUMO energy = 0.0062 Ha
structure (SMILES) = N[C@@]1(C(=O)O)CN(CC2CCNCC2)C[C@@H]1CCCB(O)O
frontier orbital gap = 8.867 eV

Element x y z (Å)
N (1.4325, 1.9183, -1.6602)
C (0.1449, 1.9852, -0.9464)
C (-0.4752, 3.3939, -1.1627)
O (0.1818, 4.3341, -1.5871)
O (-1.8165, 3.5035, -0.8565)
C (-0.8091, 0.8137, -1.3147)
N (-1.1094, 0.0091, -0.0775)
C (-0.3012, -1.2582, 0.0638)
C (-0.5442, -2.2619, -1.1541)
C (0.3212, -3.5554, -1.0607)
C (0.0767, -4.7157, -2.0403)
N (-1.0889, -4.3642, -2.9592)
C (-2.2976, -3.8152, -2.3290)
C (-2.0839, -2.6795, -1.3255)
C (-0.7507, 0.9602, 1.0524)
C (0.4004, 1.8346, 0.6656)
C (0.4610, 3.1516, 1.3589)
C (0.5282, 3.1587, 2.8746)
C (1.9373, 2.6076, 3.3519)
B (2.0520, 1.0976, 3.0748)
O (1.1003, 0.0907, 3.2665)
O (3.3081, 0.6452, 2.8304)
H (1.9632, 2.8042, -1.4894)
H (1.3556, 1.5635, -2.5913)
H (-2.3216, 4.3107, -1.1279)
H (-1.7676, 1.2007, -1.7257)
H (-0.3457, 0.2654, -2.0722)
H (-0.5719, -1.7561, 0.9437)
H (0.7498, -1.1130, 0.2013)
H (-0.2089, -1.7165, -2.1300)
H (1.3545, -3.1993, -1.0611)
H (0.1992, -3.9727, -0.0704)
H (0.9116, -4.7191, -2.7140)
H (-0.0721, -5.7167, -1.7018)
H (-0.8032, -3.5486, -3.4530)
H (-2.8605, -3.5304, -3.2266)
H (-2.7222, -4.7650, -1.9436)
H (-2.4864, -2.9954, -0.3746)
H (-2.6028, -1.7553, -1.6753)
H (-1.5785, 1.6209, 1.2698)
H (-0.6142, 0.4156, 1.9543)
H (1.3160, 1.2777, 0.8716)
H (1.3500, 3.7851, 1.0429)
H (-0.4903, 3.6707, 0.9608)
H (0.2245, 4.1084, 3.4347)
H (-0.2540, 2.4052, 3.1968)
H (2.7300, 3.2142, 3.0602)
H (1.9898, 2.3914, 4.4313)
H (1.4628, -0.8137, 3.2935)
H (3.4251, -0.2857, 2.6308)

---

Q | ORCA calculation (the ωB97M-V functional and the def2-TZVPD basis) on C14H28BN3O4 in the gas phase.

E_HOMO = -7.720 eV
LUMO energy = 0.0149 Ha
structure (SMILES) = N[C@@]1(C(=O)O)CN(C[C@@H]2CCCNC2)C[C@@H]1CCCB(O)O
frontier orbital gap = 8.124 eV

Element x y z (Å)
N (-1.3636, -2.2166, -2.9228)
C (-0.9141, -1.4338, -1.7846)
C (-2.1620, -0.9026, -0.9569)
O (-2.0261, -0.2259, 0.0155)
O (-3.3755, -1.2800, -1.4399)
C (-0.0042, -2.3470, -0.8703)
N (1.0997, -1.4751, -0.3600)
C (1.7124, -1.6100, 0.9969)
C (0.7981, -1.8750, 2.2077)
C (-0.0449, -0.5602, 2.6042)
C (-0.8113, -0.7036, 3.9327)
C (0.2280, -0.9597, 5.0559)
N (1.5599, -1.3595, 4.5304)
C (1.5910, -2.3565, 3.4109)
C (1.2076, -0.2800, -1.2655)
C (0.0570, -0.2358, -2.2480)
C (-0.6756, 1.1962, -2.1868)
C (0.2009, 2.3836, -2.5685)
C (-0.6095, 3.6540, -2.6394)
B (0.3966, 4.8499, -2.8540)
O (0.6563, 5.1536, -4.1767)
O (1.1486, 5.2570, -1.7573)
H (-2.1645, -1.7805, -3.3405)
H (-1.6727, -3.1198, -2.5206)
H (-4.0597, -0.9692, -0.8052)
H (-0.6239, -2.5615, 0.0027)
H (0.3177, -3.2131, -1.4977)
H (2.4641, -2.3602, 0.7689)
H (2.3982, -0.7801, 1.3109)
H (0.0349, -2.6752, 2.1231)
H (0.6181, 0.2241, 2.4106)
H (-0.7770, -0.4244, 1.7858)
H (-1.6561, -1.3642, 3.8581)
H (-1.3711, 0.2028, 4.1722)
H (-0.0585, -1.7733, 5.7376)
H (0.3643, -0.1316, 5.7046)
H (2.1875, -0.5450, 4.4632)
H (1.1756, -3.3185, 3.7390)
H (2.6729, -2.5694, 3.2779)
H (2.1982, -0.2603, -1.8076)
H (1.1692, 0.5718, -0.5919)
H (0.4228, -0.4407, -3.2959)
H (-1.5188, 1.1850, -2.8938)
H (-1.1189, 1.3683, -1.1607)
H (1.1597, 2.5437, -1.8615)
H (0.6467, 2.2350, -3.5671)
H (-1.3633, 3.6433, -3.3969)
H (-1.0763, 3.8400, -1.6284)
H (0.1121, 4.7408, -4.8866)
H (0.8497, 5.0588, -0.8238)

---

Of them, the most stable is P and the least stable is Q.

---

P | ORCA calculation (the ωB97M-V functional and the def2-TZVPD basis) on C3H9N3O in the gas phase.

E_HOMO = -8.968 eV
LUMO energy = 0.0322 Ha
structure (SMILES) = NCNC(=O)CN
frontier orbital gap = 9.844 eV

Element x y z (Å)
N (-0.9865, -2.1077, 1.8136)
C (-0.7254, -0.7230, 1.6248)
N (-0.3655, -0.4427, 0.2271)
C (0.5675, 0.4533, -0.1771)
O (1.2836, 1.0598, 0.6042)
C (0.6527, 0.7022, -1.6744)
N (0.8361, 2.1136, -1.9937)
H (-0.3199, -2.7299, 1.3926)
H (-1.8732, -2.5063, 2.0460)
H (0.1480, -0.3875, 2.1805)
H (-1.5531, -0.0866, 1.9084)
H (-0.8858, -0.9247, -0.4875)
H (-0.2604, 0.3791, -2.1479)
H (1.4723, 0.1470, -2.1151)
H (1.7885, 2.3607, -1.7615)
H (0.2212, 2.6926, -1.4402)

---

Q | ORCA calculation (the ωB97M-V functional and the def2-TZVPD basis) on C3H9N3O in the gas phase.

E_HOMO = -9.240 eV
LUMO energy = 0.0284 Ha
structure (SMILES) = NCNC(=O)CN
frontier orbital gap = 10.013 eV

Element x y z (Å)
N (1.5888, -1.3284, -0.9110)
C (0.4907, -1.9855, -0.3800)
N (-0.3756, -0.9740, 0.3027)
C (-0.9768, 0.0378, -0.4105)
O (-1.5268, 0.1199, -1.5007)
C (-1.1081, 1.3080, 0.4954)
N (0.1192, 2.1413, 0.6170)
H (1.6548, -0.4085, -1.2439)
H (2.3322, -1.3609, -0.1225)
H (-0.1359, -2.3687, -1.3692)
H (0.9438, -2.7980, 0.3383)
H (-0.2420, -0.7950, 1.2525)
H (-1.9381, 1.9937, 0.2114)
H (-1.3342, 0.9394, 1.5862)
H (0.3928, 2.7170, -0.2696)
H (0.1153, 2.7619, 1.4037)

---

Of them, the most stable is P and the least stable is Q.

---

P | ORCA calculation (the ωB97M-V functional and the def2-TZVPD basis) on 2 unconnected molecules or ions with the total composition C3H9N3O.

E_HOMO (alpha / beta) = -8.383 / -8.382 eV
LUMO energy (alpha / beta) = 0.0206 / 0.0206 Ha
frontier orbital gap (alpha / beta) = 8.944 / 8.944 eV

Element x y z (Å)
C (-1.2769, 1.2493, 0.4848)
C (0.3146, -1.4987, -1.3368)
C (0.1175, -0.6382, -0.0908)
O (-0.5062, -1.3506, 0.9793)
N (-0.2364, 0.6515, -0.3238)
H (-1.4082, -1.5682, 0.7134)
H (-1.2168, 2.3354, 0.3976)
H (-1.2472, 0.9652, 1.5418)
H (-2.2561, 0.9493, 0.0879)
H (-0.6550, -1.7621, -1.7689)
H (0.8818, -0.9456, -2.0842)
H (0.8461, -2.4157, -1.0827)
N (2.2310, 0.6047, 0.8157)
N (1.4794, 1.4614, 0.5489)
H (1.6693, 2.4564, 0.7641)
H (1.2632, -0.4938, 0.3536)

---

Q | ORCA calculation (the ωB97M-V functional and the def2-TZVPD basis) on C3H9N3O in the gas phase.

E_HOMO = -8.626 eV
LUMO energy = 0.0320 Ha
frontier orbital gap = 9.498 eV

Element x y z (Å)
C (-0.9832, -1.2242, 0.0650)
N (-0.3674, 0.0066, -0.8936)
C (0.0945, 0.8946, 0.0521)
N (0.7040, -0.5443, -1.6794)
N (-0.8217, 1.7810, 0.4736)
C (1.2633, 0.5886, 0.7889)
O (-0.0599, -1.6639, 0.9010)
H (0.7241, -0.5723, 1.1367)
H (0.2739, -0.8495, -2.5437)
H (1.0772, -1.3688, -1.2073)
H (-0.6889, 2.3086, 1.3191)
H (-1.7144, 1.8146, 0.0089)
H (-1.8734, -0.7525, 0.5129)
H (-1.2721, -1.9299, -0.7241)
H (2.1039, 0.2482, 0.1953)
H (1.5401, 1.2633, 1.5946)

---

Of them, the most stable is Q and the least stable is P.